Formula: C36H44FeN2Si
Source: the Open Molecules 2025 dataset
Level of theory: wB97M-V/def2-TZVPD

Cartesian coordinates (Å):
C -2.067124 -1.144816 -1.151176
C -1.779458 -0.379076 -2.342305
C -0.471066 -0.767889 -2.798269
H -2.483576 0.220451 -2.910756
C -0.007510 -1.800619 -1.940782
C -0.966655 -2.008750 -0.919975
H -0.906619 -2.767468 -0.137300
H -3.007738 -1.110683 -0.598327
H -0.004994 -0.414618 -3.721619
H 0.884352 -2.407074 -2.104026
Fe -0.458991 0.825517 -0.744475
C -1.208639 4.594717 -1.076582
H -0.311369 4.636669 -1.705743
H -0.953202 4.784910 -0.029711
H -1.917650 5.363680 -1.422594
Si -2.055236 2.908246 -1.256565
C -3.802737 2.849907 -0.571224
C -4.614832 1.803493 -1.042998
H -4.313234 1.228904 -1.927511
C -5.818961 1.488357 -0.400655
H -6.410826 0.649041 -0.767101
C -6.246440 2.249577 0.691472
H -7.172912 1.983629 1.203600
C -5.480536 3.346987 1.107808
H -5.845898 3.965964 1.924518
C -4.262882 3.654860 0.481856
H -3.683574 4.529137 0.797471
C -2.094840 2.756550 -3.138366
C -3.278159 2.803534 -3.883616
H -4.225931 3.037407 -3.391881
C -3.242919 2.570496 -5.270694
H -4.181084 2.538421 -5.830477
C -2.017077 2.364330 -5.917980
H -1.990210 2.129454 -6.985369
C -0.822889 2.420911 -5.183940
H 0.141266 2.261764 -5.674552
C -0.864988 2.659622 -3.806785
H 0.076223 2.769156 -3.257384
H -0.579295 2.407946 -0.552764
H -2.013043 1.374108 -0.771263
C 5.137324 -3.408076 0.284510
C 5.157486 -2.311595 -0.783071
C 6.473257 -1.526142 -0.661093
C 5.131002 -2.990055 -2.163958
C 3.957082 -1.344327 -0.650946
C 3.663515 -0.470033 -1.711160
C 2.470090 0.243273 -1.712691
N 1.608616 0.246927 -0.667573
C 1.944942 -0.493399 0.437424
C 3.107035 -1.289918 0.462823
C 0.946760 -0.482516 1.495724
C 1.134592 -1.082765 2.752388
C 0.081082 -1.121038 3.676086
C -1.166119 -0.637749 3.255209
C -1.298140 -0.056634 1.997211
N -0.247562 0.106195 1.160064
C 0.227888 -1.742268 5.077754
C -0.678530 -1.018687 6.085649
C -0.199684 -3.215658 5.003710
C 1.673472 -1.663327 5.579722
H 5.959281 -4.109376 0.098820
H 4.199083 -3.971826 0.247547
H 5.274692 -2.991784 1.287107
H 7.325359 -2.208900 -0.773535
H 6.551780 -0.751358 -1.433308
H 6.547899 -1.046289 0.322349
H 4.186010 -3.528224 -2.308763
H 5.253968 -2.266308 -2.977573
H 5.950052 -3.717569 -2.234389
H 4.333855 -0.380709 -2.572821
H 2.183887 0.827528 -2.591068
H 3.301904 -1.881847 1.359545
H 2.120890 -1.491125 2.974139
H -2.049209 -0.688747 3.892228
H -2.273698 0.302734 1.663725
H -1.739847 -1.164013 5.853384
H -0.498252 -1.412752 7.093278
H -0.460304 0.056417 6.095534
H 0.428687 -3.765908 4.293292
H -0.109566 -3.690175 5.988504
H -1.241998 -3.301282 4.673566
H 2.344319 -2.284492 4.977874
H 2.030197 -0.627065 5.567227
H 1.718158 -2.025887 6.613597

Cartesian forces, eV/Å:
0.4113 0.0034 -0.3459
1.0365 -0.4629 0.0211
-0.9800 0.4922 0.2320
0.2614 -0.0077 0.2630
-0.5121 -0.2275 0.2853
-0.0522 -0.0587 -0.4379
0.0307 0.3711 -0.1999
0.3791 0.0076 -0.1548
-0.1853 -0.1599 0.4024
-0.1281 0.3823 0.2255
0.0438 -2.6805 -1.2164
-0.7190 0.0398 0.4191
-0.1679 -0.0913 0.2341
0.1317 0.1921 -0.1513
0.2325 -0.0885 0.1012
-0.3502 1.3912 -0.6888
-0.0734 0.2322 0.1332
-0.4389 -0.1016 0.4514
-0.0460 0.0788 0.5004
0.3230 0.1803 -0.2553
0.0572 0.2550 0.1281
0.3931 0.1208 -0.1038
0.2759 0.1905 -0.1337
-0.0803 -0.0925 -0.1305
0.1147 -0.0930 -0.1261
-0.3520 -0.3397 -0.0857
-0.1846 -0.3865 0.0130
0.3569 0.0922 0.2759
0.1856 -0.2562 -0.5140
0.2589 -0.3043 -0.1837
0.2175 0.1783 0.2632
0.3661 0.1087 0.1144
-0.0498 -0.2532 0.3249
-0.0250 0.1650 0.3705
-0.1732 0.1084 0.0810
-0.3531 0.1735 0.0659
-0.1808 -0.3349 -0.5458
-0.2539 -0.1897 -0.1061
1.3585 1.2113 -0.1027
-1.4314 -0.2930 -0.0566
-0.0946 0.0541 0.0095
0.0430 0.1412 0.0534
0.0054 0.2055 0.1335
-0.2134 -0.0283 -0.0619
0.1887 0.0560 -0.1172
-0.3165 -0.0660 -0.0238
0.0357 0.1537 0.7058
1.4434 -0.7569 0.2477
1.0228 0.4886 -1.8423
-0.5124 0.2496 -0.0181
-1.5343 0.2105 1.1722
-0.1810 0.4560 -0.6538
-0.1188 -0.2188 0.2175
0.0940 0.1782 -0.4557
0.6746 0.1513 0.2766
0.0889 -1.1832 1.1813
0.0016 0.0401 -0.0167
0.0107 0.1522 -0.0368
-0.0720 -0.1296 -0.2387
-0.0016 0.1007 -0.0327
-0.1638 0.1601 0.0625
0.1023 0.0245 0.0824
-0.0387 -0.0994 -0.0483
-0.2041 0.1414 0.0070
0.0051 -0.1213 0.1460
0.0363 -0.0365 -0.1790
0.1618 0.0739 -0.0629
-0.0259 -0.1998 0.1233
-0.1764 0.2059 0.0410
-0.3928 -0.1259 0.3522
0.0325 -0.1083 0.3663
-0.0024 0.0804 -0.4925
-0.4380 0.1134 0.1191
0.3419 -0.0227 -0.2182
0.3499 0.0651 -0.0387
0.2091 0.0470 0.1525
-0.0557 0.0576 -0.2417
-0.1037 -0.1610 0.0577
-0.0994 0.0206 0.1298
0.0005 0.1323 -0.1855
0.1604 -0.0309 0.0672
-0.0215 0.0917 0.1166
0.0415 -0.1635 0.0170
0.0197 0.0478 -0.2402

Computed properties:
Energy relative to the best compared isomer or geometry (same formula, charge and spin) (kJ/mol): 139.3
HOMO energy (spin up / spin down) (eV): -9.85 / -10.90
Molar mass (g mol⁻¹): 588.69
Net charge: +1
DFT total energy (hartree): -3060.6103
2S+1: 6
Largest force on an atom (Eh/bohr): 0.057
LUMO energy (spin up / spin down) (eV): -3.530 / -3.852

These are the Löwdin partial charges, in e, on atoms 1 to 5: atom 1 (C): -0.140, atom 2 (C): -0.187, atom 3 (C): -0.140, atom 4 (H): 0.093, atom 5 (C): -0.125

Formula: C7H9IN5
Source: the Open Molecules 2025 dataset
Level of theory: wB97M-V/def2-TZVPD

Cartesian coordinates (Å):
C -2.416899 -0.863877 -0.645818
C -0.104369 -0.603451 0.772463
C -1.106335 -1.506026 1.141716
C -0.444451 0.135835 -0.423021
C 1.722739 0.882044 0.646250
C 1.134987 -0.049602 1.358467
C 1.468245 0.773630 -1.930777
N -2.283759 -1.533069 0.441223
N -1.538398 0.015378 -1.151037
N -0.830818 -2.412947 2.103294
N 0.013092 2.400570 -0.970950
N 0.536397 1.122387 -0.814121
I 2.073235 -0.917207 3.045507
H -3.295881 -0.982587 -1.154993
H 2.428910 1.713168 0.812323
H 0.812337 0.904653 -2.731469
H 2.178179 1.507764 -1.907531
H 1.630591 -0.217448 -1.851436
H 0.095738 -2.669562 2.360973
H -1.474750 -3.161763 2.107556
H -0.991540 2.419302 -0.922294
H 0.392750 3.042808 -0.286325

Cartesian forces, eV/Å:
1.6711 1.0672 0.7352
-0.5247 2.6134 -2.3659
0.9658 -0.3819 -0.3840
-0.6663 -1.4028 1.0085
-1.9085 1.6584 -1.3314
-0.1057 -1.5261 0.1019
-3.8537 1.3293 0.5996
1.1283 -1.6996 2.1599
1.5324 0.4759 0.1884
-1.5193 0.3585 -0.5649
0.1565 1.3468 -0.0944
3.0327 -0.8271 3.6905
-0.1396 0.5926 -0.4390
-2.1831 -0.2133 -1.3276
-0.3646 -0.7632 -0.5368
-0.5704 0.3047 -1.9904
2.3293 1.2198 -0.1667
1.6378 -3.1553 0.3476
0.5306 0.2776 0.0290
-0.8237 -0.8393 0.3714
-0.3769 -0.3634 -0.0335
0.0521 -0.0723 0.0026

Computed properties:
HOMO energy (eV): -12.84
Molar mass (g mol⁻¹): 290.09
Net charge: +1
DFT total energy (hartree): -843.2600
Largest force on an atom (Eh/bohr): 0.094
LUMO energy (eV): -4.248

These are the Löwdin partial charges, in e, on atoms 1 to 5: atom 1 (C): -0.161, atom 2 (C): -0.109, atom 3 (C): -0.289, atom 4 (C): -0.220, atom 5 (C): 0.058

Formula: C57H39FO20
Source: the Open Molecules 2025 dataset
Level of theory: wB97M-V/def2-TZVPD

Cartesian coordinates (Å):
O 6.656829 -3.169353 -2.850064
C 5.912126 -2.226945 -2.920770
F 6.321895 -1.200870 -3.772044
C 4.561312 -2.102429 -2.069928
O 3.646185 -1.359272 -2.885936
C 2.341373 -1.584732 -2.507518
O 2.052491 -2.120528 -1.469918
O 1.406815 -1.088989 -3.412236
C 0.106630 -1.553324 -3.102328
C -0.258777 -2.962791 -3.348577
C -1.590792 -3.492163 -3.025848
C -2.576911 -2.564026 -2.428379
C -2.265753 -1.147598 -2.202518
C -0.886068 -0.616785 -2.554255
H 4.254217 -3.151784 -1.847903
H 4.858318 -1.565574 -1.119405
H 0.516958 -3.627647 -3.798835
H -1.858331 -4.569505 -3.189003
H -3.587530 -2.931970 -2.135633
H -3.043194 -0.481886 -1.760822
H -0.632812 0.463002 -2.394357
O 1.541301 3.949067 2.906570
C 1.039113 3.020155 2.305614
C -0.403200 3.011209 1.970712
C -0.952353 1.990825 1.313643
C -0.145837 0.825489 0.889827
O -0.646207 -0.105339 0.288331
C 1.296562 0.833791 1.224354
C 1.847045 1.853312 1.881191
H -0.978979 3.870748 2.287024
H -2.005235 1.966593 1.060852
H 1.871104 -0.028243 0.906609
H 2.899789 1.877285 2.133963
O 9.798060 -4.810460 2.542632
C 8.799936 -4.702556 1.858267
C 7.445790 -4.852474 2.442420
C 6.352772 -4.736681 1.690163
C 6.450576 -4.452496 0.241969
O 5.468701 -4.348411 -0.458856
C 7.792737 -4.296625 -0.340984
C 8.889174 -4.413771 0.406563
H 7.398010 -5.061107 3.503719
H 5.354515 -4.845407 2.095004
H 7.834289 -4.083591 -1.403284
H 9.884847 -4.302532 -0.004079
O -2.728938 -2.504153 -9.210572
C -2.725763 -1.897005 -8.158536
C -3.983900 -1.617549 -7.428984
C -3.980449 -0.949987 -6.276540
C -2.719471 -0.460461 -5.675451
O -2.715978 0.146396 -4.623406
C -1.461675 -0.739846 -6.404507
C -1.465006 -1.407466 -7.557034
H -4.896627 -1.983300 -7.882550
H -4.890279 -0.736059 -5.729751
H -0.548688 -0.374317 -5.950935
H -0.554907 -1.621291 -8.103317
O -0.493964 -3.248095 4.438949
C -1.460564 -3.094010 3.717195
C -2.839592 -3.189685 4.249433
C -3.898114 -3.023507 3.458379
C -3.741066 -2.734629 2.013812
O -4.707456 -2.581505 1.293348
C -2.363228 -2.639061 1.483205
C -1.304804 -2.805162 2.274693
H -2.935743 -3.400834 5.307226
H -4.913196 -3.090663 3.829465
H -2.265039 -2.427979 0.424943
H -0.289996 -2.737798 1.902409
O 4.553927 -3.997666 3.480435
C 4.350813 -4.549058 4.547873
C 5.388283 -4.587822 5.602618
C 5.165701 -5.192651 6.767935
C 3.870498 -5.850167 7.058338
O 3.667853 -6.399232 8.121252
C 2.833508 -5.810391 6.002629
C 3.056910 -5.205425 4.837376
H 6.328564 -4.101433 5.374423
H 5.912671 -5.231708 7.550730
H 1.893105 -6.295817 6.230738
H 2.310022 -5.165593 4.054474
O 8.097264 -0.686449 -8.747219
C 6.927628 -0.633270 -8.426317
C 6.441278 -1.272259 -7.182558
C 5.157505 -1.214785 -6.833102
C 4.162323 -0.508846 -7.671575
O 2.991625 -0.455319 -7.351135
C 4.648502 0.130279 -8.915576
C 5.932242 0.073053 -9.265315
H 7.181793 -1.783686 -6.580353
H 4.784368 -1.676409 -5.927998
H 3.907572 0.641577 -9.517346
H 6.305706 0.534939 -10.170574
O -2.646645 4.110189 3.184912
C -3.417462 5.029615 3.387556
C -4.867332 4.791881 3.563241
C -5.710364 5.799075 3.782811
C -5.232349 7.198032 3.861924
O -6.001819 8.115098 4.064124
C -3.781714 7.435625 3.686196
C -2.939092 6.428248 3.466656
H -5.199109 3.762931 3.503117
H -6.774265 5.644796 3.913175
H -3.449663 8.464434 3.746374
H -1.875064 6.582564 3.336529
O -9.781235 7.593114 5.624379
C -9.990059 8.692547 5.151178
C -8.876790 9.571084 4.726373
C -9.107649 10.777091 4.209461
C -10.485556 11.289413 4.036442
O -10.695572 12.388042 3.563415
C -11.599111 10.410357 4.461600
C -11.368830 9.204717 4.978265
H -7.876135 9.181182 4.858676
H -8.306284 11.433228 3.893977
H -12.600330 10.800793 4.328763
H -12.170272 8.548439 5.293675

Cartesian forces, eV/Å:
-1.5981 1.7478 -0.2508
1.1850 -1.3132 0.0845
-1.3452 -0.6599 1.2240
2.0040 0.2952 -0.8090
-1.6091 -0.3217 0.0531
-0.3441 0.2962 0.4139
0.2535 0.2356 -0.7467
1.2391 -0.9908 0.9950
-3.7334 -0.4648 0.9542
-1.1962 0.9216 0.5409
0.7805 2.7530 0.5686
1.7755 1.0677 -0.4119
2.5748 -1.6863 -1.1346
-0.8614 -2.6944 -0.2150
0.1227 1.0846 -0.2090
-0.6142 -0.5367 -0.9664
-0.7621 0.6063 0.4844
0.4418 1.3074 0.1165
0.9667 0.2965 -0.3206
0.9243 -0.5831 -0.4993
-0.2685 -1.3152 -0.1921
-0.0416 -0.0931 -0.0781
0.0564 0.0951 0.0655
0.1246 0.0395 -0.2464
0.0391 0.1239 0.0647
-0.1536 -0.1091 -0.0457
0.0559 0.0807 0.2213
0.2141 0.0421 0.0598
0.0844 -0.1775 -0.0674
0.2992 -0.2121 -0.0892
0.0011 -0.0204 -0.0001
-0.0578 -0.0337 -0.0303
-0.0099 0.0273 0.0223
-0.1158 0.0101 -0.0746
0.1850 0.0041 0.1811
-0.1264 0.0305 -0.1948
0.0649 -0.3515 -0.1311
0.2618 -0.0551 0.1022
-0.5120 -0.0992 0.1240
0.6487 0.0178 -0.2075
-0.1218 0.0217 -0.0600
0.0559 -0.0252 -0.0139
0.3726 -0.0837 -0.4504
0.0105 -0.0990 0.2363
0.0137 -0.0197 0.0467
-0.0274 0.0628 0.1180
0.0556 -0.1250 -0.2107
-0.1342 0.0817 0.1632
-0.1261 -0.1445 -0.1134
0.0595 0.0879 0.1931
-0.1546 0.1769 -0.3875
0.1314 -0.0577 -0.1228
0.1082 0.0906 0.1256
0.0337 -0.0104 -0.0363
0.0287 0.0160 0.0323
-0.0104 -0.0008 0.0240
-0.0164 -0.0069 -0.0144
-0.1135 -0.0289 -0.0459
0.2256 -0.0048 0.0509
-0.2174 0.0043 0.0142
0.0371 -0.0388 0.2216
-0.1257 0.0329 -0.1771
0.0876 -0.0203 0.1030
0.1985 -0.0097 -0.0665
-0.0456 0.0161 -0.1389
0.0439 0.0011 -0.0047
-0.0087 0.0071 -0.0384
0.0116 0.0426 0.0126
-0.0041 0.0176 -0.0047
-0.5037 0.2640 0.9307
-0.1332 0.1160 -0.0699
0.0719 -0.0093 0.1360
0.1786 0.1097 -0.1122
-0.1060 -0.1338 0.2349
0.0515 0.0698 -0.1276
-0.0619 0.0471 -0.1956
-0.1193 -0.1303 0.0333
-0.0278 0.0395 0.0018
-0.0330 -0.0204 0.0195
0.0192 0.0128 0.0381
0.0132 0.0558 -0.0016
-0.1435 0.0151 0.0227
0.2643 -0.0253 -0.0416
-0.1416 -0.0687 0.1433
0.1676 -0.0856 0.0355
-0.2367 -0.0049 0.1029
0.1025 -0.0200 -0.0626
0.1472 0.0671 -0.1505
-0.2077 0.0826 -0.0676
0.0182 0.0276 -0.0178
-0.0471 0.0531 -0.0077
-0.0266 -0.0149 0.0376
0.0418 -0.0198 0.0160
-0.6555 0.3263 0.2802
0.0390 -0.1281 0.0055
-0.1671 0.0273 0.0202
-0.0307 -0.2165 -0.0239
-0.1391 0.1331 0.0433
0.1407 -0.0744 -0.0366
0.1985 -0.0331 -0.0321
0.0309 0.1818 0.0101
0.0416 -0.0011 -0.0044
-0.0007 0.0524 0.0208
-0.0405 -0.0001 0.0069
0.0035 -0.0371 0.0058
-0.0421 0.1060 -0.0643
0.0688 -0.1836 0.0789
0.1325 0.1804 -0.0155
0.0859 -0.1573 0.0607
0.0196 0.2522 -0.1232
-0.0061 -0.1271 0.0588
-0.1008 -0.1887 0.0862
-0.1758 0.1211 -0.0474
-0.0421 -0.0458 -0.0249
-0.0316 0.0229 -0.0067
0.0284 0.0381 -0.0181
0.0329 -0.0252 0.0114

Computed properties:
HOMO energy (eV): -8.96
Molar mass (g mol⁻¹): 1062.92
DFT total energy (hartree): -3799.7937
Largest force on an atom (Eh/bohr): 0.075
LUMO energy (eV): -2.063

These are the Löwdin partial charges, in e, on atoms 1 to 5: atom 1 (O): 0.120, atom 2 (C): -0.311, atom 3 (F): 0.061, atom 4 (C): -0.046, atom 5 (O): 0.031